Entry 1:
{
  "formula": "C3H7NO2S",
  "method": "ωB97M-V/def2-TZVPD",
  "e_above_lowest_ev": 0.550,
  "smiles": "N[C@@H](CS)C(=O)O",
  "species": ["S", "O", "O", "N", "C", "C", "C", "H", "H", "H", "H", "H", "H", "H"],
  "positions_angstrom": [[-2.54177, -0.21876, -0.03829], [2.53702, 0.41951, -0.08965], [1.81132, -1.69575, -0.04426], [0.15552, 1.46848, -0.11177], [0.20508, 0.05290, 0.30995], [-0.86318, -0.80684, -0.34072], [1.57290, -0.47181, 0.05940], [-0.58997, 1.87461, 0.41520], [2.09872, 1.28109, 0.03244], [-0.84829, -0.68656, -1.45814], [-2.82519, -0.93122, 1.09493], [0.15469, 0.06555, 1.42181], [-0.77342, -1.84913, -0.12505], [-0.09342, 1.49792, -1.12585]],
  "forces_ev_per_a": [[-0.6, -0.3, 0.9], [0.0, 0.1, 0.3], [-0.7, 3.2, 0.4], [0.1, -0.8, -0.9], [-0.2, 0.9, 0.5], [-0.5, 0.6, -1.1], [1.6, -4.4, -1.1], [-0.5, 0.6, 0.0], [0.0, 0.4, -0.2], [0.6, -0.2, 0.9], [0.2, 0.4, -0.5], [-0.4, -0.2, -0.5], [0.2, -0.6, 0.2], [0.2, 0.2, 1.2]],
  "mulliken_charge": [-0.214, -0.459, -0.613, -0.750, 0.587, -0.819, 0.226, 0.293, 0.440, 0.296, 0.133, 0.235, 0.408, 0.235]
}


Entry 2:
{
  "formula": "C26H36BrN6O5PSSn",
  "method": "ωB97M-V/def2-TZVPD",
  "total_charge": 2,
  "e_above_lowest_ev": 1.702,
  "species": ["Sn", "Br", "S", "P", "O", "O", "O", "O", "O", "N", "N", "N", "N", "N", "N", "C", "C", "C", "C", "C", "C", "C", "C", "C", "C", "C", "C", "C", "C", "C", "C", "C", "C", "C", "C", "C", "C", "C", "C", "C", "C", "H", "H", "H", "H", "H", "H", "H", "H", "H", "H", "H", "H", "H", "H", "H", "H", "H", "H", "H", "H", "H", "H", "H", "H", "H", "H", "H", "H", "H", "H", "H", "H", "H", "H", "H", "H"],
  "positions_angstrom": [[1.05721, -1.27496, 0.39085], [2.35819, -3.10365, 3.70674], [-0.67282, -1.44084, 2.38744], [-0.90657, 1.81644, -0.43320], [-0.57225, 1.89520, -1.92983], [2.05322, 0.19406, 1.89992], [-1.42537, 3.16575, 0.10747], [0.15860, 1.14010, 0.34418], [-2.28490, 0.90262, -0.44998], [-1.79393, -1.71521, -1.48723], [-2.54356, 0.12116, 0.65283], [3.50105, -1.69342, 0.86781], [1.07615, -3.62606, 1.30517], [-1.34007, 0.64060, 3.84508], [-2.35414, 0.71344, 1.84940], [3.45099, 0.50380, 1.84454], [4.19303, -0.76376, 1.52446], [0.50437, -5.78982, 0.46252], [1.08663, -6.38150, 1.57600], [-2.80901, -2.94897, -3.26812], [-1.34530, 2.35851, -3.13721], [-2.98248, -1.71150, -0.87567], [-4.02825, -2.94425, -2.61559], [-0.43165, 3.89919, 2.19435], [5.52725, -0.92815, 1.85402], [1.65067, -5.58026, 2.55256], [-0.64810, 4.27657, 0.74218], [-1.56074, 5.47788, 0.61144], [-1.71967, -2.33369, -2.65950], [-1.51530, 0.07081, 2.65285], [0.52347, -4.41446, 0.37088], [-0.29031, 2.98979, -4.02078], [6.16741, -2.09232, 1.46263], [4.12412, -2.81067, 0.48276], [-1.92755, 1.10198, -3.75294], [-4.11969, -2.32335, -1.37647], [-3.00755, -1.05357, 0.44157], [1.61603, -4.20651, 2.37126], [5.45609, -3.05004, 0.75368], [0.65167, 4.46879, -0.01581], [-2.42224, 3.34940, -2.74635], [-2.95122, 3.64412, -3.65278], [0.15524, 2.98475, 2.28132], [-1.10515, 6.33417, 1.10893], [1.51478, 0.99705, 1.81775], [-1.13573, 0.38953, -3.98350], [6.05239, -0.15958, 2.40523], [0.46076, 4.67767, -1.06886], [3.52548, -3.53501, -0.05774], [1.29753, 3.59177, 0.05910], [0.04738, -6.38085, -0.31775], [-0.74746, -2.33423, -3.13991], [-1.39139, 3.74850, 2.68803], [-2.43948, 1.36058, -4.67997], [2.10481, -5.99868, 3.43840], [-2.69294, -3.42510, -4.23173], [-2.64729, 0.63359, -3.08090], [-2.52460, 5.27813, 1.07751], [5.92246, -3.96659, 0.42244], [1.18760, 5.32009, 0.40397], [3.63355, 1.23992, 1.05618], [-5.04886, -2.30631, -0.82250], [1.09830, -7.45754, 1.68675], [-1.90493, 1.43510, 4.10449], [-4.89433, -3.41970, -3.05529], [0.08280, -3.90300, -0.47964], [-0.74634, 3.30655, -4.95862], [0.09817, 4.70415, 2.70401], [-1.72121, 5.73663, -0.43454], [-3.39166, -1.55049, 1.32207], [-0.77554, 0.18146, 4.53808], [0.14637, 3.86498, -3.54001], [-1.99969, 4.24581, -2.29579], [3.77541, 0.92053, 2.79756], [-3.15150, 2.91697, -2.06036], [0.50257, 2.27726, -4.24476], [7.20904, -2.25138, 1.70691]],
  "forces_ev_per_a": [[0.0, 0.0, 0.1], [0.0, 0.0, 0.0], [-0.1, -0.1, 0.0], [-0.1, 0.1, 0.0], [0.0, 0.0, 0.0], [0.1, 0.1, 0.1], [0.0, -0.1, 0.0], [0.1, 0.0, 0.0], [0.1, 0.0, 0.0], [0.0, 0.0, 0.0], [0.0, 0.0, 0.0], [0.0, 0.0, -0.1], [0.1, 0.0, 0.0], [0.0, 0.0, 0.0], [0.0, 0.0, 0.0], [0.0, 0.0, 0.0], [0.0, 0.0, 0.0], [0.0, 0.0, 0.0], [0.0, 0.0, 0.0], [0.0, 0.0, 0.0], [0.0, 0.0, 0.0], [0.0, 0.0, 0.0], [0.0, 0.0, 0.0], [0.0, 0.0, 0.0], [0.0, 0.0, 0.0], [0.0, 0.0, 0.0], [0.0, 0.0, 0.0], [0.0, 0.0, 0.0], [0.0, 0.0, 0.0], [0.0, 0.0, 0.1], [0.0, -0.1, 0.0], [0.0, 0.0, 0.0], [0.0, 0.0, 0.0], [0.0, 0.0, 0.0], [0.0, 0.0, 0.0], [0.0, 0.0, 0.0], [0.0, 0.0, 0.0], [0.0, 0.0, 0.0], [0.0, 0.0, 0.0], [0.0, 0.0, 0.0], [0.0, 0.0, 0.0], [0.0, 0.0, 0.0], [0.0, 0.0, 0.0], [0.0, 0.0, 0.0], [0.0, 0.0, -0.1], [0.0, 0.0, 0.0], [0.0, 0.0, 0.0], [0.0, 0.0, 0.0], [0.0, 0.0, 0.0], [0.0, 0.0, 0.0], [0.0, 0.0, 0.0], [0.0, 0.0, 0.0], [0.0, 0.0, 0.0], [0.0, 0.0, 0.0], [0.0, 0.0, 0.0], [0.0, 0.0, 0.0], [0.0, 0.0, 0.0], [0.0, 0.0, 0.0], [0.0, 0.0, 0.0], [0.0, 0.0, 0.0], [0.0, 0.0, 0.0], [0.0, 0.0, 0.0], [0.0, 0.0, 0.0], [0.0, 0.0, 0.0], [0.0, 0.0, 0.0], [0.0, 0.0, 0.0], [0.0, 0.0, 0.0], [0.0, 0.0, 0.0], [0.0, 0.0, 0.0], [0.0, 0.0, 0.0], [0.0, 0.0, 0.0], [0.0, 0.0, 0.0], [0.0, 0.0, 0.0], [0.0, 0.0, 0.0], [0.0, 0.0, 0.0], [0.0, 0.0, 0.0], [0.0, 0.0, 0.0]],
  "mulliken_charge": [0.708, -0.015, -0.377, 0.170, -0.044, -0.258, -0.347, 0.406, -0.343, 0.337, 0.989, 0.394, 0.198, -0.302, -1.327, -0.599, 0.593, -0.851, -0.344, -0.719, 1.535, 0.612, -0.504, -1.087, -0.988, -0.663, 1.441, -1.613, -0.543, 0.647, 0.033, -1.613, -0.311, -0.224, -1.543, -0.679, -0.733, 0.099, -0.931, -1.264, -1.460, 0.548, -0.137, 0.432, 0.096, 0.323, 0.462, 0.245, 0.502, 0.138, 0.472, 0.505, 0.278, 0.527, 0.475, 0.471, 0.279, 0.374, 0.442, 0.537, 0.339, 0.559, 0.423, 0.283, 0.458, 0.267, 0.416, 0.545, 0.372, 0.632, 0.234, 0.344, 0.219, 0.384, 0.291, 0.342, 0.447]
}


Entry 3:
{
  "formula": "C29H78O11",
  "method": "ωB97M-V/def2-TZVPD",
  "total_charge": -1,
  "multiplicity": 2,
  "e_tot_ev": -53857.251,
  "species": ["O", "O", "O", "O", "O", "O", "O", "O", "O", "O", "O", "C", "C", "C", "C", "C", "C", "C", "C", "C", "C", "C", "C", "C", "C", "C", "C", "C", "C", "C", "C", "C", "C", "C", "C", "C", "C", "C", "C", "C", "H", "H", "H", "H", "H", "H", "H", "H", "H", "H", "H", "H", "H", "H", "H", "H", "H", "H", "H", "H", "H", "H", "H", "H", "H", "H", "H", "H", "H", "H", "H", "H", "H", "H", "H", "H", "H", "H", "H", "H", "H", "H", "H", "H", "H", "H", "H", "H", "H", "H", "H", "H", "H", "H", "H", "H", "H", "H", "H", "H", "H", "H", "H", "H", "H", "H", "H", "H", "H", "H", "H", "H", "H", "H", "H", "H", "H", "H"],
  "positions_angstrom": [[2.07703, -2.96225, 1.80957], [0.68604, 1.66919, 5.31890], [-0.88680, 2.05891, -3.97733], [0.30459, 1.49869, -1.57893], [0.74365, 3.87807, 0.79111], [-2.00334, -3.16887, -4.23600], [3.22973, 1.95127, -0.39683], [-1.52860, -0.29546, 4.27051], [-0.17888, -2.73224, 3.30202], [1.64162, -0.44135, 0.25252], [-4.95574, -3.09463, -2.16110], [4.59655, 1.72872, -0.17112], [-4.54103, -2.04701, -1.29300], [-0.21134, 4.17820, -4.70977], [2.97445, -4.10928, 0.05795], [0.28907, -0.16291, 0.37733], [1.18671, 2.29452, 4.17286], [-3.04699, -0.56770, 2.56199], [3.26198, -3.56038, 1.52311], [-3.14363, -2.40449, -0.83054], [-3.53847, 0.97154, 4.54054], [5.06693, 0.49973, -1.05296], [-4.51099, -0.77427, -2.05711], [0.95294, 5.06925, 0.17437], [-2.47972, 0.37392, 3.57300], [3.60484, -4.57919, 2.63616], [1.81572, 3.67391, 4.58250], [-0.82632, -3.85221, 3.75795], [-2.01009, -3.15082, -6.56521], [-0.44346, 2.73457, -5.11385], [2.08919, 1.29551, 3.45284], [-1.52744, -4.53522, 2.56778], [-1.67718, 2.67584, -6.05944], [1.16994, 4.93752, -1.36451], [-1.63526, -1.12057, -5.08514], [-0.26680, 0.31043, -0.99417], [-1.84123, -3.44581, 4.82453], [2.23481, 5.61771, 0.79377], [-1.32237, -2.60679, -5.30839], [4.80252, 1.35112, 1.29814], [0.47231, -2.98235, 2.64247], [2.26840, 4.19882, 3.74129], [-0.87900, -0.54761, -5.62168], [2.62098, 6.47862, 0.24806], [-2.52435, 3.28699, -5.74814], [1.21804, 5.88705, -1.89759], [-0.95925, -4.47020, 1.63986], [-4.23149, 0.05172, -1.40311], [2.52224, 3.64098, 5.41186], [3.03069, 1.20470, 3.99455], [-1.63930, -2.84782, -7.54439], [-0.24112, -2.74275, -5.28590], [-3.49571, -1.39538, 3.11126], [-1.34939, 2.89476, -7.07566], [-5.44803, -3.78373, -1.70903], [-0.03112, 1.57910, -2.47472], [-4.17563, 0.29917, 5.11502], [-5.43621, -0.58424, -2.60113], [0.17857, 5.79784, 0.41436], [2.23975, -4.91426, 0.07606], [6.14994, 0.40447, -0.97472], [-2.02727, -4.24046, -6.54295], [-2.06237, 1.66702, -6.20784], [1.63259, 0.30581, 3.46371], [4.07905, -4.05811, 3.46784], [-1.48521, -2.67596, 5.50915], [-2.42200, -2.57760, -1.62891], [-0.25837, -1.07171, 0.62730], [3.12838, 1.96139, -1.35141], [-3.17140, -3.33058, -0.25636], [-1.63052, 2.58890, -3.68137], [-2.76514, -3.03238, 4.42011], [2.08376, 5.81999, 1.85412], [-1.71045, -5.60505, 2.66810], [5.87919, 1.27906, 1.45200], [-2.90175, -2.84380, -4.32970], [4.00042, -2.75872, 1.53565], [-0.08711, 1.15084, 5.08407], [4.31442, 0.42067, 1.58812], [-4.18354, 1.71375, 4.07032], [4.29490, -5.31706, 2.22694], [4.45454, 2.17079, 1.92676], [0.98585, 4.26676, 4.96714], [4.66239, 0.65467, -2.05319], [1.05473, 3.16252, 0.23180], [2.13101, 1.47849, 2.37913], [-2.26531, -0.88984, 1.87403], [0.33238, 4.72293, -5.48161], [3.01757, 4.86046, 0.74938], [2.64398, -3.30911, -0.60433], [-0.12818, -0.51759, -1.68934], [0.47291, 4.15847, -3.86153], [-0.08344, -4.56434, 4.11725], [2.04563, 4.29754, -1.47247], [3.82373, -4.65606, -0.35176], [-3.77270, -0.97847, -2.83256], [-3.06280, -2.87203, -6.51846], [-2.53121, -4.15490, 2.37830], [-1.21730, -1.07866, 3.81084], [-1.94861, -4.36213, 5.40499], [-1.15457, 4.66568, -4.46323], [-2.74067, -1.59312, -0.22441], [-1.68321, -0.79021, -4.04751], [0.33371, 4.37467, -1.77925], [0.39638, 2.44583, 3.43760], [-2.01990, 1.18076, 3.00232], [-2.59853, -0.88437, -5.53727], [5.01514, 2.69266, -0.46047], [2.74548, -5.08524, 3.07606], [0.16501, 0.43988, 1.27697], [-1.34908, 0.40688, -0.90784], [-3.82972, -0.14434, 1.93253], [0.47480, 2.36725, -5.57211], [4.55596, -0.36980, -0.63952], [2.02876, -2.10374, 1.38268], [-5.13582, -1.96416, -0.38334], [2.04776, 0.37374, -0.05124], [-3.01716, 1.58901, 5.27202]],
  "forces_ev_per_a": [[-2.6, 1.3, 1.8], [-0.3, 0.3, 1.2], [0.7, -1.3, 1.2], [0.4, -0.8, 2.1], [-1.4, -1.9, 0.9], [0.2, -2.1, 1.5], [-1.3, -0.4, 0.3], [1.7, -0.4, 2.1], [0.1, 1.9, 0.0], [1.0, -1.1, 0.2], [-0.7, 0.0, -0.6], [0.4, -1.7, -0.1], [0.9, -0.9, 0.6], [1.1, -0.1, -0.2], [1.5, -1.0, 1.1], [-0.7, 0.5, -0.9], [0.8, 0.1, -0.8], [-0.9, -0.2, -0.6], [0.3, -1.3, -1.7], [0.5, 0.0, 0.5], [0.7, 0.8, 0.0], [-0.8, 1.6, 1.0], [-0.1, -0.1, -0.8], [2.0, 2.1, -1.3], [-2.0, 1.0, -0.8], [0.2, 0.4, -0.7], [-0.9, -0.8, -0.2], [-1.2, -0.8, -0.8], [0.1, -0.3, -0.2], [-2.2, 1.6, -1.2], [-0.1, -0.1, 0.1], [-0.6, -0.7, -0.2], [1.1, -0.7, -1.3], [-1.0, -0.6, 1.2], [0.9, 0.6, -1.6], [-0.4, 0.2, 0.1], [0.8, -0.5, 0.4], [0.5, 0.2, -0.1], [-1.4, 1.9, -0.4], [0.4, 1.2, -0.4], [0.6, 0.0, -0.2], [-0.1, -0.1, -0.1], [-0.1, 0.6, 0.1], [-0.1, 0.3, 0.2], [0.3, 0.3, 0.1], [0.4, 0.0, 0.2], [0.2, 0.3, 0.1], [0.1, 0.1, -0.3], [0.2, -0.5, -0.1], [0.3, 0.0, -0.5], [0.3, 0.3, 0.1], [-0.2, -0.6, 0.3], [0.1, -0.3, -0.3], [-0.2, 0.8, -0.2], [0.1, 0.1, 0.2], [-0.2, 0.1, -0.7], [0.2, -0.5, -0.3], [-0.2, 0.2, 0.3], [-0.5, -0.3, -0.1], [-0.5, 0.3, 0.4], [-0.1, -0.2, -0.4], [0.3, -0.1, 0.1], [0.1, -0.3, 0.6], [-0.3, -0.1, 0.4], [0.1, 0.0, -0.1], [0.4, -0.1, -0.1], [-0.3, 0.1, -0.4], [0.1, -0.4, -0.2], [-0.5, 0.1, -0.5], [0.0, 0.0, 0.3], [-0.3, -0.1, 0.4], [-0.1, -0.5, -0.1], [0.0, 0.3, 0.0], [0.2, -0.2, 0.5], [0.1, -0.2, 0.2], [-0.3, -0.2, 0.3], [0.6, -0.3, -0.4], [-0.1, -0.4, -0.1], [-0.1, 0.1, -0.2], [-0.1, -0.2, -0.5], [0.1, -0.1, 0.2], [-0.1, -0.1, 0.2], [-0.1, 0.2, -0.1], [0.6, -0.1, -0.3], [0.0, -0.3, -0.2], [0.8, 0.5, 0.1], [0.1, -0.3, 0.2], [-0.3, 0.2, -0.3], [0.0, -0.2, -0.2], [0.1, 0.0, 0.1], [0.3, -0.3, 0.0], [-0.2, 0.2, 0.1], [0.0, -0.1, 0.6], [0.3, 0.3, -0.4], [0.5, 0.4, -0.3], [0.3, 0.6, -0.1], [-0.1, 0.2, 0.0], [0.1, 0.5, 0.0], [0.4, -0.3, -0.3], [-0.8, 0.1, 0.2], [0.1, 0.1, 0.1], [0.0, -0.1, 0.3], [0.4, -0.3, 0.0], [-0.1, 0.0, 0.0], [-0.4, 0.6, 0.2], [0.0, 0.6, 0.1], [-0.2, 0.1, 0.0], [1.1, -0.2, 0.2], [-0.2, 0.0, -0.5], [-0.5, 0.9, -0.3], [-0.3, 0.3, 0.2], [-0.1, 0.3, 0.1], [-0.3, -0.7, 0.4], [0.2, -0.2, 0.0], [0.0, 0.5, -0.4], [-0.6, -0.1, -0.1], [0.7, 0.5, -0.1], [0.3, -0.2, 0.2]],
  "mulliken_charge": [-0.499, -0.652, 0.622, -0.322, -0.276, -0.346, 0.042, -0.387, -0.213, 0.221, -0.456, 0.086, 0.151, -1.037, -1.441, -0.362, 0.908, -0.944, 0.793, -0.140, -1.785, -1.726, -0.909, 0.641, 1.450, -1.461, -1.459, 1.025, -1.390, -1.426, -0.210, -1.456, -1.626, -0.915, -0.837, 0.814, -1.451, -1.156, 0.142, -1.192, 0.052, 0.169, 0.302, 0.409, 0.474, 0.469, 0.325, 0.374, 0.382, 0.419, 0.402, 0.475, 0.070, 0.477, 0.294, 0.219, 0.346, 0.480, 0.365, 0.329, 0.467, 0.334, 0.167, -0.062, 0.363, 0.304, 0.166, 0.054, -0.064, 0.207, 0.038, 0.259, 0.287, 0.479, 0.613, 0.281, 0.163, 0.320, 0.023, 0.429, 0.384, 0.158, 0.413, 0.763, -0.041, -0.269, -0.088, 0.642, 0.075, 0.286, 0.131, -0.175, 0.293, 0.086, 0.436, -0.253, 0.365, 0.268, 0.144, 0.479, 0.419, -0.276, -0.269, -0.026, -0.029, -0.159, 0.130, 0.457, 0.250, -0.161, 0.346, 0.551, 0.790, -0.033, -0.118, 0.334, -0.217, 0.429]
}


Entry 4:
{
  "formula": "C6H9NO",
  "method": "ωB97M-V/def2-TZVPD",
  "e_above_lowest_ev": 4.502,
  "species": ["O", "N", "C", "C", "C", "C", "C", "C", "H", "H", "H", "H", "H", "H", "H", "H", "H"],
  "positions_angstrom": [[1.15226, 0.46566, -1.22302], [0.95727, -0.77459, 2.21986], [0.74687, -0.04230, 1.11531], [0.34362, 1.23147, 0.89306], [0.84338, -0.67404, -0.25088], [-0.20757, -1.64288, -0.70769], [-1.06709, 1.45009, -1.31280], [0.15923, 1.07373, -0.57150], [0.24888, 2.10921, 1.51578], [-1.79498, 0.62899, -1.24018], [0.94751, -0.34393, 3.13076], [-0.01559, -1.95107, -1.73637], [1.46434, -1.64205, 2.12517], [-0.85374, 1.62721, -2.36733], [-0.13257, -2.53877, -0.08463], [-1.53140, 2.33177, -0.86718], [-1.26043, -1.30850, -0.63835]],
  "forces_ev_per_a": [[0.1, 0.3, 0.6], [0.1, -0.2, 0.3], [-0.1, 0.6, -0.5], [0.3, -0.1, 0.2], [-0.5, 0.5, -0.3], [0.0, 0.0, 0.0], [-0.1, -0.1, -0.1], [0.2, -1.0, -0.1], [0.1, 0.0, -0.1], [0.0, 0.0, 0.0], [0.0, 0.0, -0.1], [0.0, 0.0, 0.1], [-0.1, 0.1, 0.0], [0.0, -0.1, 0.1], [0.0, 0.0, -0.1], [0.1, -0.1, 0.0], [0.0, 0.0, 0.0]],
  "mulliken_charge": [-0.349, -0.405, 0.662, -1.170, -0.223, -1.214, -1.041, 1.080, 0.373, 0.224, 0.228, 0.322, 0.245, 0.300, 0.324, 0.350, 0.293]
}